Run w
This record from the Open Molecules 2025 dataset describes a 2-piece molecular cluster, C9H14O overall. The level of theory is ωB97M-V/def2-TZVPD.

Calculated values
E_LUMO (eV): 0.88

Cartesian coordinates (Å):
C (-2.145, -1.395, 0.249)
C (-2.776, -0.881, -1.042)
H (-2.773, -1.185, 1.110)
H (-2.050, -2.483, 0.212)
H (-1.131, -1.047, 0.455)
H (-3.841, -0.840, -0.836)
H (-2.555, 0.159, -1.177)
H (-2.551, -1.364, -1.982)
C (1.693, 1.089, 2.561)
C (0.929, 0.250, -1.556)
C (0.462, 1.452, -1.044)
C (1.500, -0.731, -0.765)
C (0.761, 1.703, 0.292)
C (1.654, -0.475, 0.593)
C (1.314, 0.757, 1.146)
O (1.045, 0.192, -2.943)
H (-0.052, 2.196, -1.630)
H (0.895, -0.718, -3.241)
H (1.790, -1.694, -1.163)
H (0.510, 2.670, 0.706)
H (2.101, -1.237, 1.224)
H (1.449, 0.281, 3.253)
H (1.048, 1.870, 2.982)
H (2.725, 1.432, 2.599)

***

Run x
This record from the Open Molecules 2025 dataset describes a 2-piece molecular cluster, C9H14O overall. The level of theory is ωB97M-V/def2-TZVPD.

Calculated values
E_LUMO (eV): 0.87

Cartesian coordinates (Å):
C (1.806, -2.664, -0.676)
C (2.258, -1.190, -0.441)
H (1.578, -3.172, 0.254)
H (0.884, -2.592, -1.255)
H (2.583, -3.172, -1.230)
H (3.176, -1.017, -1.009)
H (1.523, -0.482, -0.804)
H (2.518, -1.009, 0.601)
C (-0.252, 2.546, 2.048)
C (-1.006, 1.101, -1.357)
C (-1.539, -0.167, -1.098)
C (-0.607, 1.934, -0.338)
C (-0.744, 1.579, 1.001)
C (-1.749, -0.484, 0.237)
C (-1.321, 0.344, 1.283)
O (-2.038, -0.946, -2.086)
H (-0.881, 1.411, -2.387)
H (-0.186, 2.890, -0.621)
H (-2.084, -1.464, 0.556)
H (-1.834, -1.857, -2.058)
H (-1.018, 2.773, 2.809)
H (-0.089, 3.540, 1.640)
H (-1.526, -0.033, 2.272)
H (0.548, 2.128, 2.657)

***

In order of decreasing stability: run w, run x.

***

Run w
This record from the Open Molecules 2025 dataset describes an isolated ion of composition C6H14NS and charge -1. The level of theory is ωB97M-V/def2-TZVPD.

Calculated values
E_LUMO (eV): 3.54
Net charge: -1

Cartesian coordinates (Å):
C (-1.376, -0.250, 0.624)
C (-2.163, -1.433, 0.085)
S (-0.916, -2.532, -0.858)
C (-0.180, -0.161, 1.553)
N (0.478, 1.233, 1.631)
C (1.530, 1.557, 0.627)
C (1.349, 1.318, -0.946)
C (1.992, 2.449, -1.699)
H (-1.208, 0.358, -0.223)
H (-2.146, 0.300, 1.343)
H (-2.221, -2.198, 0.958)
H (-2.991, -1.238, -0.577)
H (0.686, -0.894, 1.342)
H (-0.315, -0.340, 2.650)
H (-0.292, 1.978, 1.775)
H (1.854, 2.589, 0.792)
H (2.346, 0.928, 1.057)
H (1.904, 0.420, -1.209)
H (0.342, 0.975, -1.289)
H (1.414, 2.505, -2.700)
H (1.989, 3.441, -1.239)
H (3.035, 2.168, -1.841)

***

Run x
This record from the Open Molecules 2025 dataset describes a 2-piece molecular cluster, C6H14NS overall. The level of theory is ωB97M-V/def2-TZVPD.

Calculated values
E_LUMO (eV): 3.69
Net charge: -1

Cartesian coordinates (Å):
C (0.011, -2.150, -1.576)
C (-0.946, -1.865, -0.702)
N (-1.898, -2.780, -0.220)
C (-3.220, -2.196, -0.024)
H (0.189, -3.140, -1.986)
H (0.640, -1.356, -1.946)
H (-1.145, -0.830, -0.414)
H (-1.940, -3.598, -0.813)
H (-3.863, -2.919, 0.480)
H (-3.092, -1.326, 0.624)
H (-3.686, -1.869, -0.959)
C (2.562, 3.180, 0.670)
C (2.501, 1.681, 0.858)
C (1.445, 0.984, -0.029)
S (-0.267, 1.403, 0.432)
H (2.989, 3.451, -0.295)
H (3.095, 3.698, 1.468)
H (1.537, 3.557, 0.693)
H (3.459, 1.172, 0.668)
H (2.247, 1.397, 1.883)
H (1.609, -0.090, 0.089)
H (1.640, 1.260, -1.074)

***

In order of decreasing stability: run x, run w.

***

Run w
This record from the Open Molecules 2025 dataset describes a 2-piece molecular cluster, CH4INOS overall. The level of theory is ωB97M-V/def2-TZVPD.

Calculated values
E_LUMO (eV): -0.35

Cartesian coordinates (Å):
C (-0.935, 1.692, 1.107)
N (1.184, -1.556, -1.185)
O (0.300, 1.342, 0.756)
S (-2.257, 1.602, 0.140)
I (-0.629, -2.296, -0.508)
H (0.139, 0.922, -0.032)
H (-1.099, 2.087, 2.021)
H (1.859, -1.603, -0.434)
H (1.440, -2.191, -1.866)

***

Run x
This record from the Open Molecules 2025 dataset describes one molecule with the formula CH4INOS. The level of theory is ωB97M-V/def2-TZVPD.

Calculated values
E_LUMO (eV): -0.79

Cartesian coordinates (Å):
C (0.762, 0.721, 0.633)
N (-0.102, -0.429, -1.614)
O (-0.303, -1.761, 0.408)
S (-0.397, -0.496, -0.184)
I (-2.668, 0.248, 0.381)
H (0.762, 1.654, 0.073)
H (0.497, 0.985, 1.645)
H (1.800, 0.345, 0.708)
H (-0.351, -1.267, -2.051)

***

In order of decreasing stability: run w, run x.

***

Run w
This record from the Open Molecules 2025 dataset describes one molecule with the formula C4H11B. The level of theory is ωB97M-V/def2-TZVPD.

Calculated values
E_LUMO (eV): 0.32

Cartesian coordinates (Å):
B (-0.661, -1.169, 1.159)
C (-0.288, 0.337, 0.613)
C (-1.742, 1.025, 0.153)
C (0.665, 0.377, -0.721)
C (1.888, -0.716, -0.735)
H (-1.007, -2.039, 0.426)
H (-0.633, -1.360, 2.342)
H (0.166, 1.011, 1.486)
H (-2.447, 1.245, 1.072)
H (-1.492, 2.052, -0.377)
H (-2.321, 0.294, -0.593)
H (1.184, 1.452, -0.738)
H (-0.002, 0.299, -1.708)
H (2.229, -1.095, 0.319)
H (2.834, -0.149, -1.194)
H (1.626, -1.563, -1.503)

***

Run x
This record from the Open Molecules 2025 dataset describes one molecule with the formula C4H11B. The level of theory is ωB97M-V/def2-TZVPD.

Calculated values
E_LUMO (eV): 0.67

Cartesian coordinates (Å):
B (-0.615, -0.018, 0.164)
C (-1.938, 0.769, 0.468)
C (-0.672, -1.529, -0.184)
C (2.097, -0.106, -0.095)
C (0.879, 0.790, -0.189)
H (-2.137, 1.214, 1.451)
H (-2.743, 0.366, -0.028)
H (-1.911, 1.678, -0.016)
H (-0.070, -2.133, 0.497)
H (-0.164, -1.462, -1.108)
H (-1.616, -1.972, -0.395)
H (2.042, -0.434, 0.969)
H (2.083, -0.864, -0.918)
H (3.000, 0.549, -0.142)
H (1.049, 1.702, 0.526)
H (0.715, 1.450, -1.000)

***

In order of decreasing stability: run x, run w.

***

Run w
This record from the Open Molecules 2025 dataset describes a 2-piece molecular cluster, C4H14N2O2 overall. The level of theory is ωB97M-V/def2-TZVPD.

Calculated values
E_LUMO (eV): 0.85

Cartesian coordinates (Å):
C (-1.205, -0.371, 1.031)
C (-2.119, 0.850, 0.705)
C (-1.341, 2.135, 0.539)
O (-2.825, 0.624, -0.510)
N (0.220, -0.169, 0.566)
C (1.238, -0.674, 1.519)
N (2.288, 0.357, 1.619)
H (-1.034, -0.224, 2.106)
H (-1.537, -1.365, 0.746)
H (-2.784, 0.897, 1.568)
H (-1.179, 2.232, -0.521)
H (-0.372, 2.239, 1.004)
H (-2.036, 2.952, 0.682)
H (-3.572, 0.035, -0.376)
H (0.235, -0.659, -0.329)
H (0.705, -0.793, 2.454)
H (1.820, -1.516, 1.213)
H (2.570, 0.641, 0.690)
H (1.795, 1.185, 1.950)
H (3.755, -2.940, -4.290)
H (3.396, -1.627, -5.073)
O (3.038, -2.372, -4.572)

***

Run x
This record from the Open Molecules 2025 dataset describes a 3-piece molecular cluster, C4H14N2O2 overall. The level of theory is ωB97M-V/def2-TZVPD.

Calculated values
E_LUMO (eV): 0.68

Cartesian coordinates (Å):
C (-2.165, 0.385, -1.624)
C (-1.920, 0.351, -0.128)
C (-0.836, -0.578, 0.436)
C (-0.442, -0.437, 1.718)
N (0.657, -1.124, 2.213)
N (-0.064, -1.414, -0.396)
H (-1.359, -0.031, -2.230)
H (-2.471, 1.338, -2.025)
H (-2.997, -0.288, -1.876)
H (-2.834, 0.377, 0.454)
H (-1.379, 1.292, 0.051)
H (-0.979, 0.308, 2.289)
H (0.931, -1.126, 3.175)
H (0.935, -1.986, 1.769)
H (-0.486, -1.776, -1.233)
H (0.915, -1.196, -0.544)
H (2.446, 1.956, -2.019)
H (1.520, 1.622, -0.787)
O (2.330, 2.054, -1.070)
H (2.082, -0.150, 0.981)
H (3.233, 0.660, 0.396)
O (2.882, -0.236, 0.448)

***

In order of decreasing stability: run x, run w.